[1]
{
  "formula": "C4H10OS",
  "method": "ωB97M-V/def2-TZVPD",
  "gap_ev": 8.5380,
  "total_charge": 0,
  "de_lowest_kcal_mol": 134.80,
  "spin_multiplicity": 1,
  "e_homo_ev": -7.798,
  "fmax_ev_per_a": 2.12,
  "lumo_ha": 0.0272,
  "smiles": "C=S(=C)(C)OC",
  "species": ["C", "S", "C", "C", "O", "C", "H", "H", "H", "H", "H", "H", "H", "H", "H", "H"],
  "xyz": [[1.1774, 0.7446, -1.6510], [0.5167, 0.1797, -0.2790], [0.8131, 1.0646, 1.0951], [1.1193, -1.5188, -0.1211], [-1.2622, -0.5041, -0.3071], [-2.1790, 0.1122, 0.5187], [1.2913, -0.0400, -2.3841], [1.0822, 1.7762, -2.0747], [0.4330, 0.5861, 2.0413], [0.7813, 2.1318, 0.9516], [2.0090, -1.4563, 0.5551], [0.4432, -2.0354, 0.5007], [1.3239, -1.9425, -1.1074], [-3.0344, 0.5274, -0.0291], [-1.6806, 0.8378, 1.1443], [-2.8341, -0.4634, 1.1465]],
  "atomic_forces_ev_per_a": [[-0.3, 0.6, -0.8], [-0.2, -0.1, 0.7], [-0.8, -1.5, 0.4], [1.6, 1.1, 0.8], [1.4, -0.3, -0.2], [-1.2, 1.0, -0.4], [0.0, 0.0, 0.0], [-0.2, -1.1, 1.0], [0.3, 0.7, -1.2], [0.1, 0.1, 0.0], [-0.2, 0.2, -1.2], [-1.3, -0.7, 0.0], [-0.2, 0.1, 0.4], [0.6, 1.0, -0.7], [-0.1, 0.6, 0.2], [0.7, -1.7, 0.9]]
}

---

[2]
{
  "formula": "C4H10OS",
  "method": "ωB97M-V/def2-TZVPD",
  "gap_ev": 8.8669,
  "total_charge": 0,
  "de_lowest_kcal_mol": 82.38,
  "spin_multiplicity": 1,
  "e_homo_ev": -8.203,
  "fmax_ev_per_a": 2.11,
  "lumo_ha": 0.0244,
  "smiles": "C=[S@H](=O)CCC",
  "species": ["C", "S", "O", "C", "C", "C", "H", "H", "H", "H", "H", "H", "H", "H", "H", "H"],
  "xyz": [[-3.4573, -0.7137, -0.0304], [-2.0745, 0.2076, 0.1548], [-2.2022, 1.5547, -0.3374], [-0.1855, -0.3457, -0.1994], [0.6392, 0.8726, 0.1215], [2.1272, 0.6737, -0.1572], [-3.8207, -0.6510, -1.0454], [-3.2590, -1.7273, 0.2811], [-1.9193, 0.2834, 1.5424], [-0.1454, -0.6277, -1.2460], [-0.0139, -1.1957, 0.4518], [0.2639, 1.7017, -0.4818], [0.4976, 1.1373, 1.1729], [2.5563, -0.0574, 0.5285], [2.2783, 0.3226, -1.1793], [2.6589, 1.6187, -0.0355]],
  "atomic_forces_ev_per_a": [[1.2, 0.2, 0.0], [0.3, -0.9, 1.1], [0.2, 0.8, -0.7], [-1.9, 0.8, 0.3], [0.2, 0.2, -0.1], [-0.1, 0.0, 0.1], [0.0, 0.2, -0.3], [-0.1, -0.4, 0.4], [0.1, -0.4, -0.7], [-0.1, -0.1, -0.1], [0.0, -0.2, 0.1], [0.0, 0.0, 0.1], [0.0, 0.1, 0.0], [0.1, 0.0, 0.0], [0.1, 0.0, 0.0], [0.0, -0.1, 0.0]]
}